[1]
The following is a quantum chemistry calculation of a structure of composition C36H30CaN5O2P2Te in a non-equilibrium geometry, from OMol25.

Results
* Kohn-Sham gap: 6.98 eV
* ΔE to the lowest compared entry with this formula, charge and spin: 57.5 kJ/mol
* highest occupied orbital energy: -9.66 eV
* charge: +1

Geometry (Å):
Ca (0.10, -0.14, -0.31)
Te (-2.87, -2.58, 3.14)
C (-1.84, -3.81, 4.55)
C (-0.76, -3.32, 5.28)
C (-0.09, -4.18, 6.14)
N (-0.42, -5.46, 6.30)
C (-1.47, -5.92, 5.61)
C (-2.21, -5.13, 4.74)
C (-1.06, -1.73, 2.43)
P (-0.36, -2.42, 0.94)
C (-1.67, -2.57, -0.35)
C (-2.86, -1.85, -0.29)
C (-3.83, -2.01, -1.27)
C (-3.60, -2.87, -2.33)
C (-2.39, -3.54, -2.44)
C (-1.42, -3.39, -1.46)
C (-0.16, -4.17, 1.45)
C (0.94, -4.49, 2.23)
C (1.11, -5.76, 2.75)
C (0.17, -6.74, 2.48)
C (-0.94, -6.44, 1.71)
C (-1.12, -5.16, 1.20)
P (-0.70, -0.08, 2.76)
C (-1.13, 0.41, 4.44)
C (-0.16, 0.54, 5.43)
C (-0.54, 0.83, 6.74)
C (-1.88, 0.97, 7.05)
C (-2.85, 0.85, 6.07)
C (-2.48, 0.58, 4.76)
C (1.10, 0.12, 2.58)
C (1.93, -0.86, 3.14)
C (3.30, -0.67, 3.17)
C (3.86, 0.49, 2.63)
C (3.04, 1.45, 2.05)
C (1.66, 1.27, 2.03)
H (-0.45, -2.29, 5.19)
H (0.75, -3.83, 6.72)
H (-1.72, -6.96, 5.75)
H (-3.05, -5.55, 4.20)
H (-3.03, -1.16, 0.53)
H (-4.76, -1.47, -1.19)
H (-4.37, -3.02, -3.08)
H (-2.20, -4.19, -3.28)
H (-0.49, -3.94, -1.51)
H (1.68, -3.72, 2.44)
H (1.96, -5.98, 3.38)
H (0.31, -7.75, 2.86)
H (-1.69, -7.20, 1.51)
H (-1.99, -4.93, 0.61)
H (0.89, 0.42, 5.19)
H (0.22, 0.95, 7.50)
H (-2.18, 1.19, 8.07)
H (-3.90, 0.97, 6.31)
H (-3.22, 0.54, 3.98)
H (1.48, -1.75, 3.57)
H (3.95, -1.41, 3.62)
H (4.93, 0.65, 2.67)
H (3.47, 2.36, 1.64)
H (1.01, 2.05, 1.64)
N (2.79, -0.61, -3.52)
C (3.86, -0.54, -2.67)
C (3.34, -0.29, -1.43)
N (1.97, -0.21, -1.52)
C (1.66, -0.40, -2.79)
C (0.30, -0.35, -3.27)
N (-0.71, -0.07, -2.47)
C (-1.84, -0.09, -3.24)
C (-1.51, -0.38, -4.53)
N (-0.15, -0.55, -4.54)
H (2.84, -0.80, -4.50)
H (4.88, -0.65, -3.00)
H (3.84, -0.17, -0.49)
H (-2.80, 0.14, -2.82)
H (-2.11, -0.50, -5.41)
H (0.39, -0.74, -5.36)
O (-1.36, 1.16, 1.99)
O (-1.23, 0.96, 0.57)



[2]
The following is a quantum chemistry calculation of a structure of composition C2H2O2S in a non-equilibrium geometry, from OMol25.

Results
* Kohn-Sham gap: 10.64 eV
* ΔE to the lowest compared entry with this formula, charge and spin: 245.2 kJ/mol
* highest occupied orbital energy: -10.14 eV
* charge: 0

Geometry (Å):
C (-1.69, 0.00, -0.22)
C (-0.37, -0.30, 0.21)
O (-2.49, 0.82, -0.32)
O (-1.28, -1.22, -0.50)
S (1.12, 0.13, -0.61)
H (-0.19, -0.56, 1.61)
H (0.55, 1.11, -1.54)



[3]
The following is a quantum chemistry calculation of a structure of composition C20H46EuO2P4 in a non-equilibrium geometry, from OMol25.

Results
* Kohn-Sham gap (alpha / beta): 4.12 / 5.33 eV
* ΔE to the lowest compared entry with this formula, charge and spin: 583.4 kJ/mol
* <S²>: 12.01
* highest occupied orbital energy (alpha / beta): -12.96 / -14.17 eV
* multiplicity: 7
* charge: +3

Geometry (Å):
Eu (0.75, 0.38, 0.58)
P (-2.44, -1.32, -1.05)
P (0.96, -2.68, 1.39)
P (-0.71, -1.13, -2.55)
H (-0.66, 4.47, -1.25)
C (-1.27, 4.13, -2.10)
C (-2.41, 3.44, -1.88)
H (-2.88, 3.39, -0.89)
C (-2.45, -0.58, 0.58)
C (-2.77, -3.09, -0.86)
C (-3.83, -0.58, -1.96)
C (2.66, -2.56, 2.08)
C (0.06, -3.19, 2.91)
C (1.10, -4.34, 0.59)
C (-0.77, 0.55, -3.24)
C (-1.21, -2.27, -3.87)
C (0.98, -1.59, -2.16)
H (-0.83, 4.25, -3.11)
H (-3.05, 3.15, -2.73)
H (-2.31, 0.52, 0.52)
H (-1.68, -1.02, 1.25)
H (-3.45, -0.75, 1.04)
H (-1.83, -3.64, -0.69)
H (-3.24, -3.50, -1.76)
H (-3.43, -3.24, 0.01)
H (-3.69, 0.50, -2.05)
H (-4.75, -0.76, -1.38)
H (-3.94, -1.00, -2.97)
H (2.98, -3.56, 2.43)
H (2.67, -1.85, 2.92)
H (3.35, -2.19, 1.31)
H (0.64, -3.93, 3.47)
H (-0.92, -3.62, 2.63)
H (-0.11, -2.31, 3.54)
H (1.79, -4.97, 1.16)
H (1.49, -4.22, -0.44)
H (0.11, -4.82, 0.53)
H (0.19, 0.77, -3.73)
H (-0.95, 1.32, -2.48)
H (-1.56, 0.62, -4.00)
H (-0.46, -2.21, -4.68)
H (-2.20, -2.01, -4.28)
H (-1.24, -3.31, -3.48)
H (1.43, -2.15, -2.99)
H (1.04, -2.22, -1.26)
H (1.59, -0.68, -2.07)
C (2.94, 1.57, -1.13)
C (3.66, 0.96, -0.05)
C (5.01, 0.68, -0.28)
C (5.62, 1.10, -1.48)
C (4.97, 2.02, -2.32)
C (3.65, 2.37, -2.06)
O (1.68, 1.24, -1.35)
H (0.82, 0.99, 3.24)
H (3.16, 0.79, 0.94)
H (5.60, 0.15, 0.49)
H (6.61, 0.71, -1.72)
H (5.50, 2.43, -3.18)
H (3.03, 3.05, -2.63)
C (-1.55, 3.30, 2.00)
P (-1.01, 2.36, 3.44)
C (0.26, 3.32, 4.27)
C (-2.16, 1.30, 4.27)
O (-0.06, 1.12, 2.76)
H (-0.79, 3.34, 1.20)
H (-1.79, 4.35, 2.24)
H (-2.46, 2.89, 1.55)
H (-0.08, 4.23, 4.78)
H (0.79, 2.73, 5.03)
H (1.03, 3.68, 3.57)
H (-2.66, 0.66, 3.54)
H (-1.59, 0.63, 4.93)
H (-2.92, 1.78, 4.89)



[4]
The following is a quantum chemistry calculation of a structure of composition H30HeO15 in a non-equilibrium geometry, from OMol25.

Results
* Kohn-Sham gap: 9.28 eV
* ΔE to the lowest compared entry with this formula, charge and spin: 84.0 kJ/mol
* highest occupied orbital energy: -9.86 eV
* charge: 0

Geometry (Å):
He (-8.97, 8.05, 18.96)
O (-10.99, 10.05, 20.82)
H (-11.38, 9.56, 21.55)
H (-11.43, 9.71, 20.04)
O (-12.45, 9.35, 18.57)
H (-12.15, 9.24, 17.67)
H (-13.22, 9.92, 18.49)
O (-6.56, 9.22, 16.89)
H (-6.88, 10.06, 17.24)
H (-6.37, 9.40, 15.97)
O (-6.92, 9.83, 20.27)
H (-7.43, 10.55, 19.89)
H (-6.11, 10.25, 20.58)
O (-13.44, 6.55, 18.36)
H (-14.01, 6.71, 19.11)
H (-12.70, 7.15, 18.48)
O (-6.18, 7.23, 19.67)
H (-6.52, 8.12, 19.58)
H (-6.78, 6.81, 20.29)
O (-10.94, 5.96, 20.17)
H (-10.32, 5.29, 19.89)
H (-11.74, 5.48, 20.36)
O (-8.06, 12.14, 19.18)
H (-8.62, 11.75, 18.51)
H (-7.24, 12.34, 18.73)
O (-7.55, 6.32, 17.16)
H (-8.08, 6.18, 16.37)
H (-7.37, 7.26, 17.17)
O (-10.69, 9.56, 16.43)
H (-10.91, 9.66, 15.51)
H (-10.02, 8.88, 16.45)
O (-9.13, 11.66, 16.69)
H (-9.47, 12.37, 16.14)
H (-9.78, 10.96, 16.60)
O (-10.73, 6.29, 16.06)
H (-9.98, 6.34, 15.47)
H (-10.60, 5.49, 16.56)
O (-8.71, 4.54, 18.72)
H (-8.36, 5.26, 18.19)
H (-9.26, 4.04, 18.11)
O (-10.24, 6.92, 22.89)
H (-10.16, 6.30, 23.61)
H (-10.26, 6.38, 22.10)
O (-7.37, 8.10, 22.67)
H (-8.31, 7.99, 22.82)
H (-7.31, 8.83, 22.04)



[5]
The following is a quantum chemistry calculation of a structure of composition C8H13FN2NdO3S in a non-equilibrium geometry, from OMol25.

Results
* Kohn-Sham gap (alpha / beta): 8.66 / 8.83 eV
* ΔE to the lowest compared entry with this formula, charge and spin: 0.0 kJ/mol
* <S²>: 3.75
* highest occupied orbital energy (alpha / beta): -12.18 / -12.17 eV
* multiplicity: 4
* charge: +1

Geometry (Å):
Nd (0.43, -0.62, 0.49)
C (-2.36, 2.06, -1.22)
C (-0.91, 2.20, -0.82)
C (-0.35, 3.56, -1.16)
O (-0.70, 1.86, 0.60)
C (0.00, 1.06, -1.26)
O (1.20, 1.11, -0.90)
O (-0.52, -0.07, -1.52)
H (-2.92, 2.91, -0.82)
H (-2.83, 1.15, -0.87)
H (-2.45, 2.09, -2.30)
H (-0.89, 4.34, -0.62)
H (-0.47, 3.75, -2.23)
H (0.71, 3.64, -0.90)
H (-1.39, 2.21, 1.18)
C (3.04, 1.24, 2.10)
N (3.79, 0.93, 0.89)
C (4.59, 1.83, 0.20)
C (5.11, 1.17, -0.85)
N (4.63, -0.12, -0.78)
C (3.82, -0.27, 0.28)
S (3.02, -1.71, 0.74)
H (3.19, 2.29, 2.34)
H (3.38, 0.62, 2.93)
H (1.97, 1.10, 1.98)
H (4.70, 2.85, 0.52)
H (5.78, 1.50, -1.63)
H (4.83, -0.89, -1.40)
F (-0.19, -0.45, 2.44)



[6]
The following is a quantum chemistry calculation of a cluster of 6 separate species, C16H39N3O9P in total in a non-equilibrium geometry, from OMol25.

Results
* Kohn-Sham gap: 5.65 eV
* highest occupied orbital energy: -11.27 eV
* charge: +1

Geometry (Å):
C (-2.19, -1.22, -1.20)
C (-1.36, -0.78, -2.51)
O (-1.76, -1.10, -3.66)
N (-0.11, 0.04, -2.40)
C (-0.15, 1.18, -3.37)
C (1.04, -0.89, -2.67)
C (1.17, -1.96, -1.45)
C (2.69, -2.17, -0.99)
C (2.83, -3.04, 0.38)
C (2.12, -2.28, 1.61)
C (1.69, -3.12, 2.84)
N (1.02, -2.49, 3.90)
N (0.79, -1.19, 3.80)
C (1.12, -0.22, 2.80)
P (0.67, 1.64, 2.90)
O (1.51, 2.39, 1.84)
O (0.86, 2.27, 4.46)
O (-0.96, 1.79, 2.43)
C (1.87, -0.75, 1.53)
H (-1.95, -2.32, -0.97)
H (-1.94, -0.54, -0.30)
H (-3.32, -1.13, -1.39)
H (-1.20, 1.65, -3.46)
H (0.58, 2.02, -3.10)
H (0.15, 0.80, -4.41)
H (1.98, -0.24, -2.75)
H (0.83, -1.47, -3.63)
H (0.48, -1.57, -0.63)
H (0.71, -2.97, -1.79)
H (3.19, -2.78, -1.84)
H (3.27, -1.19, -0.91)
H (3.96, -3.19, 0.62)
H (2.34, -4.05, 0.18)
H (1.89, -4.24, 2.89)
H (0.27, -0.79, 4.60)
H (0.53, 3.21, 4.38)
H (-1.28, 0.86, 2.35)
H (2.17, -0.06, 0.68)
C (-3.31, -4.31, -2.56)
O (-2.33, -4.70, -1.60)
H (-2.94, -3.43, -3.09)
H (-3.47, -5.12, -3.27)
H (-4.24, -4.06, -2.05)
H (-2.68, -5.47, -1.14)
C (-0.51, 5.17, 1.23)
O (0.79, 5.28, 1.80)
H (-0.99, 6.15, 1.25)
H (-0.43, 4.83, 0.20)
H (-1.11, 4.46, 1.81)
H (1.19, 4.40, 1.77)
C (-3.95, 2.96, -4.60)
O (-2.98, 2.57, -3.64)
H (-3.59, 3.85, -5.13)
H (-4.11, 2.16, -5.32)
H (-4.89, 3.21, -4.10)
H (-3.33, 1.79, -3.19)
C (-4.05, 3.85, 3.49)
O (-3.61, 3.15, 2.34)
H (-4.93, 4.43, 3.23)
H (-4.32, 3.13, 4.28)
H (-3.27, 4.52, 3.85)
H (-2.83, 2.64, 2.60)
C (7.04, -2.07, 1.95)
O (5.72, -2.10, 1.42)
H (7.38, -3.10, 2.09)
H (7.71, -1.56, 1.25)
H (7.04, -1.56, 2.91)
H (5.44, -1.18, 1.31)



[7]
The following is a quantum chemistry calculation of a structure of composition C21H27N4SbSe4SiY in a non-equilibrium geometry, from OMol25.

Results
* Kohn-Sham gap: 4.62 eV
* ΔE to the lowest compared entry with this formula, charge and spin: 323.7 kJ/mol
* highest occupied orbital energy: -3.19 eV
* charge: -1

Geometry (Å):
Y (-0.06, -0.22, -0.41)
C (-2.07, 0.34, 2.18)
N (-1.29, 1.21, 1.29)
C (-0.38, 2.09, 2.05)
C (0.98, 1.46, 2.24)
C (1.52, 1.26, 3.49)
C (2.77, 0.68, 3.60)
C (3.45, 0.35, 2.44)
C (2.83, 0.58, 1.22)
N (1.61, 1.10, 1.11)
C (-2.15, 1.92, 0.32)
C (-1.31, 2.77, -0.60)
C (-1.64, 4.05, -0.99)
C (-0.78, 4.73, -1.84)
C (0.40, 4.12, -2.25)
C (0.66, 2.84, -1.81)
N (-0.19, 2.18, -1.02)
C (-2.69, -0.84, 1.49)
C (-3.73, -1.55, 2.09)
C (-4.17, -2.71, 1.49)
C (-3.58, -3.14, 0.30)
C (-2.57, -2.37, -0.23)
N (-2.14, -1.25, 0.35)
H (-2.84, 0.93, 2.70)
H (-1.37, -0.05, 2.93)
H (-0.83, 2.35, 3.02)
H (-0.26, 3.02, 1.50)
H (0.95, 1.54, 4.38)
H (3.21, 0.42, 4.56)
H (4.41, -0.15, 2.50)
H (3.30, 0.26, 0.30)
H (-2.93, 2.52, 0.81)
H (-2.61, 1.16, -0.31)
H (-2.55, 4.52, -0.64)
H (-1.02, 5.73, -2.17)
H (1.09, 4.63, -2.90)
H (1.56, 2.30, -2.08)
H (-4.17, -1.20, 3.01)
H (-4.96, -3.29, 1.94)
H (-3.88, -4.05, -0.18)
H (-2.06, -2.65, -1.15)
Se (3.13, -5.84, 3.60)
Sb (3.82, -3.69, 2.81)
Se (0.96, -2.20, 1.45)
Se (1.81, -2.13, -0.79)
Se (4.33, -2.33, 4.76)
C (0.56, 0.14, -4.32)
Si (-0.96, -0.26, -3.22)
C (-1.56, -1.91, -3.97)
C (-2.25, 1.01, -3.86)
H (0.29, 0.08, -5.38)
H (1.37, -0.57, -4.13)
H (0.96, 1.14, -4.14)
H (-1.61, -1.86, -5.06)
H (-2.56, -2.18, -3.60)
H (-0.88, -2.73, -3.70)
H (-2.43, 0.90, -4.93)
H (-1.92, 2.04, -3.68)
H (-3.22, 0.90, -3.35)



[8]
The following is a quantum chemistry calculation of a structure of composition C51H67Cl2F9IN3O5SSr in a non-equilibrium geometry, from OMol25.

Results
* Kohn-Sham gap: 5.83 eV
* ΔE to the lowest compared entry with this formula, charge and spin: 24.8 kJ/mol
* highest occupied orbital energy: -3.09 eV
* charge: -2

Geometry (Å):
Sr (0.16, 1.05, 1.01)
C (2.04, 2.86, 0.29)
C (3.07, 2.24, 1.07)
C (4.00, 1.65, 0.14)
C (3.51, 1.93, -1.16)
C (2.33, 2.69, -1.08)
C (1.57, 3.28, -2.26)
C (0.29, 3.98, -1.79)
C (2.45, 4.30, -2.98)
C (1.19, 2.17, -3.26)
C (5.21, 0.72, 0.35)
C (5.84, 0.34, -1.00)
C (4.78, -0.59, 1.01)
C (6.36, 1.37, 1.14)
C (3.25, 2.66, 2.56)
C (3.68, 1.53, 3.52)
C (1.94, 3.21, 3.14)
C (4.28, 3.80, 2.65)
H (1.42, 3.68, 0.65)
H (3.96, 1.59, -2.09)
H (0.52, 4.84, -1.15)
H (-0.37, 3.31, -1.23)
H (-0.28, 4.35, -2.65)
H (2.73, 5.11, -2.29)
H (1.93, 4.74, -3.84)
H (3.37, 3.83, -3.33)
H (0.66, 1.35, -2.76)
H (2.09, 1.75, -3.72)
H (0.55, 2.56, -4.06)
H (5.14, -0.22, -1.63)
H (6.72, -0.29, -0.83)
H (6.16, 1.23, -1.56)
H (4.03, -1.09, 0.39)
H (4.33, -0.42, 2.00)
H (5.63, -1.28, 1.13)
H (6.68, 2.29, 0.65)
H (7.22, 0.68, 1.17)
H (6.10, 1.61, 2.17)
H (2.98, 0.69, 3.47)
H (3.69, 1.90, 4.55)
H (4.67, 1.13, 3.31)
H (1.10, 2.49, 3.08)
H (1.62, 4.13, 2.63)
H (2.08, 3.45, 4.20)
H (5.25, 3.50, 2.26)
H (4.41, 4.13, 3.70)
H (3.93, 4.65, 2.06)
O (-1.15, -0.29, -0.08)
H (-2.02, -0.44, 0.31)
H (-0.94, -1.95, -0.41)
I (0.79, -0.09, 7.17)
C (1.22, -0.93, 5.33)
C (2.05, -2.03, 5.22)
C (2.29, -2.56, 3.96)
C (1.70, -1.96, 2.86)
N (0.92, -0.88, 2.96)
C (0.66, -0.37, 4.18)
H (2.51, -2.46, 6.10)
H (2.93, -3.43, 3.84)
H (1.86, -2.35, 1.86)
H (0.01, 0.50, 4.23)
Cl (4.48, -2.02, -4.96)
C (3.43, -0.78, -4.22)
Cl (2.75, -1.30, -2.70)
H (2.62, -0.57, -4.90)
H (4.03, 0.10, -4.03)
F (-4.58, 1.90, 2.98)
C (-3.41, 1.55, 2.42)
F (-3.54, 1.65, 1.09)
F (-3.19, 0.26, 2.71)
C (-2.20, 2.41, 2.93)
O (-1.01, 1.81, 2.68)
C (-2.37, 2.62, 4.49)
F (-2.63, 1.43, 5.07)
F (-3.35, 3.47, 4.84)
F (-1.23, 3.08, 5.02)
C (-2.24, 3.80, 2.22)
F (-1.85, 3.64, 0.94)
F (-3.44, 4.39, 2.23)
F (-1.36, 4.64, 2.79)
C (-1.88, -7.53, 1.00)
C (-1.68, -6.05, 1.23)
C (-1.74, -5.52, 2.52)
C (-1.58, -4.14, 2.71)
C (-1.67, -3.56, 4.10)
C (-1.34, -3.33, 1.63)
C (-1.26, -3.83, 0.30)
C (-1.45, -5.21, 0.14)
N (-1.02, -2.92, -0.70)
C (-1.12, -3.12, -2.15)
C (-0.88, -1.73, -2.78)
C (-0.94, -1.80, -4.31)
C (-2.34, -2.28, -4.74)
C (-2.60, -3.66, -4.13)
C (-1.54, -4.65, -4.63)
C (-0.14, -4.16, -4.23)
C (0.12, -2.78, -4.83)
C (-0.05, -4.08, -2.70)
C (-2.52, -3.58, -2.60)
H (-2.04, -8.06, 1.94)
H (-1.01, -7.97, 0.50)
H (-2.75, -7.71, 0.36)
H (-1.93, -6.18, 3.37)
H (-2.56, -3.93, 4.62)
H (-1.73, -2.47, 4.07)
H (-0.80, -3.83, 4.70)
H (-1.23, -2.25, 1.77)
H (-1.42, -5.66, -0.85)
H (0.08, -1.34, -2.44)
H (-1.65, -1.04, -2.41)
H (-0.76, -0.80, -4.72)
H (-2.40, -2.32, -5.83)
H (-3.10, -1.56, -4.40)
H (-3.59, -4.01, -4.42)
H (-1.60, -4.75, -5.73)
H (-1.72, -5.65, -4.21)
H (0.62, -4.87, -4.59)
H (0.08, -2.82, -5.93)
H (1.12, -2.43, -4.54)
H (0.94, -3.70, -2.39)
H (-0.16, -5.07, -2.26)
H (-2.77, -4.55, -2.17)
H (-3.26, -2.86, -2.22)
N (-2.33, 1.42, -2.29)
C (-3.27, 1.05, -3.27)
C (-3.15, 1.50, -4.59)
C (-4.10, 1.16, -5.54)
C (-5.19, 0.34, -5.21)
C (-5.30, -0.11, -3.90)
C (-4.35, 0.24, -2.94)
S (-6.42, -0.05, -6.44)
O (-5.65, -0.48, -7.59)
O (-7.21, -1.10, -5.81)
O (-7.14, 1.20, -6.64)
H (-1.46, 1.79, -2.64)
H (-2.20, 0.78, -1.53)
H (-2.30, 2.13, -4.86)
H (-4.00, 1.49, -6.57)
H (-6.14, -0.75, -3.64)
H (-4.44, -0.12, -1.92)